91
Properties=species:S:1:pos:R:3:lowdin_spin:R:1 method="wB97M-V/def2-TZVPD" energy_ha=-6865.8429 multiplicity=2
V 0.17429 0.15311 -0.09328 0.926
O -2.81843 -1.19503 -0.54106 0.022
S -1.42678 -1.44215 -0.09613 0.037
C -1.58907 -2.27129 1.48885 -0.001
C -2.60729 -3.19664 1.68401 0.000
C -2.79039 -3.74453 2.93957 0.000
C -1.98768 -3.33651 4.00166 0.001
C -1.02639 -2.36339 3.81087 0.000
C -0.80782 -1.81986 2.54417 0.002
P 0.22093 -0.31956 2.28282 0.005
C -0.64451 0.80514 3.42487 0.002
C -0.08906 1.32076 4.59004 0.000
C -0.82406 2.19596 5.37736 0.000
C -2.11198 2.55482 5.01301 0.000
C -2.67588 2.03069 3.85797 0.000
C -1.94331 1.16256 3.07140 0.002
C 1.82329 -0.65671 3.06947 -0.001
C 2.24091 -1.90679 3.50716 0.000
C 3.53822 -2.08894 3.96512 0.000
C 4.42637 -1.02682 3.99117 0.000
C 4.01664 0.22770 3.55413 0.000
C 2.72716 0.40796 3.08733 -0.001
C -0.75970 -2.72778 -1.18135 0.006
C -1.02326 -4.07562 -0.99965 0.004
C -0.60037 -4.99319 -1.94914 0.000
C 0.06813 -4.56069 -3.08358 0.003
C 0.33603 -3.21290 -3.25527 0.000
C -0.05687 -2.28118 -2.30176 0.004
P 0.31248 -0.49018 -2.43921 -0.009
C 1.90842 -0.40694 -3.31271 -0.002
C 2.23784 0.76689 -3.98728 -0.001
C 3.50263 0.93482 -4.52472 0.000
C 4.45558 -0.06595 -4.39700 -0.001
C 4.13734 -1.23610 -3.72557 0.000
C 2.87470 -1.40165 -3.17834 -0.001
C -0.88726 0.09736 -3.67429 -0.002
C -2.01015 0.80685 -3.26555 0.000
C -2.95609 1.21296 -4.19605 0.000
C -2.78604 0.90868 -5.53585 0.000
C -1.66984 0.19115 -5.95129 0.000
C -0.72635 -0.21504 -5.02611 0.000
H -3.27095 -3.44608 0.86632 0.000
H -3.57810 -4.46680 3.10213 0.000
H -2.14548 -3.75082 4.98827 0.000
H -0.46352 -1.99115 4.65774 0.000
H 0.91203 1.04590 4.89513 0.000
H -0.38301 2.59685 6.28007 0.000
H -2.67410 3.24527 5.62570 0.000
H -3.67878 2.30297 3.55822 0.000
H -2.39063 0.76516 2.16495 0.002
H 1.57345 -2.75620 3.46411 0.000
H 3.85674 -3.07014 4.28913 0.000
H 5.43953 -1.17456 4.33753 0.000
H 4.70632 1.06169 3.55894 0.000
H 2.42564 1.38271 2.71442 0.000
H -1.53428 -4.42398 -0.11502 0.000
H -0.79596 -6.04622 -1.80076 0.000
H 0.38968 -5.27486 -3.82960 0.000
H 0.87499 -2.88469 -4.13448 0.000
H 1.50894 1.56229 -4.09518 0.000
H 3.74282 1.85386 -5.04143 0.000
H 5.44266 0.06963 -4.81648 0.000
H 4.87280 -2.02189 -3.61091 0.000
H 2.65120 -2.31099 -2.63593 0.000
H -2.14703 1.04360 -2.21428 0.001
H -3.82324 1.76715 -3.86415 0.000
H -3.52174 1.22755 -6.26185 0.000
H -1.53701 -0.05004 -6.99740 0.000
H 0.14462 -0.76451 -5.36002 0.000
F 2.46900 1.23139 -0.47849 0.000
C 2.93783 -0.03582 -0.22824 0.000
C 1.97586 -0.99991 -0.00630 0.000
C 2.48193 -2.24160 0.29346 0.000
F 1.64548 -3.25882 0.60740 0.000
C 3.84321 -2.51883 0.35388 0.000
F 4.28060 -3.73858 0.68053 0.000
C 4.75792 -1.50897 0.10439 -0.002
F 6.06689 -1.75324 0.17258 -0.001
C 4.30018 -0.22850 -0.19084 0.000
F 5.16696 0.76102 -0.40842 0.000
Se -0.58706 2.46084 -0.14773 -0.012
C -2.41708 2.84742 0.26077 0.013
C -3.47212 1.95900 0.08298 0.001
C -4.74606 2.35693 0.45576 0.001
N -5.04375 3.54620 0.97458 -0.002
C -4.03149 4.39362 1.11828 0.001
C -2.72009 4.10220 0.78224 -0.001
H -3.32012 0.95812 -0.30582 0.001
H -5.57297 1.66602 0.33192 0.000
H -4.27308 5.36492 1.53700 0.000
H -1.95042 4.84470 0.94370 0.000